Entry w
# C5H13NO2

2 unconnected molecules or ions with the total composition C5H13NO2 (the ωB97M-V functional and the def2-TZVPD basis, the OMol25 dataset).

Calculated values
**Molar mass**: 119.16 g mol⁻¹
**Total charge**: 0
**HOMO (alpha / beta)**: -9.5 / -9.5 eV
**Frontier orbital gap (alpha / beta)**: 8.13 / 8.13 eV

```
21
C5H13NO2 | the OMol25 dataset | the ωB97M-V functional and the def2-TZVPD basis
C 1.2267 -0.1625 -0.0285
C 0.1430 0.8051 -0.5778
C 1.6464 0.2185 1.3814
C 2.4211 -0.1773 -0.9887
C -3.5192 -0.0639 0.2807
N -2.1351 0.1860 -0.0463
O -0.5940 0.3353 -1.5540
O 0.6438 -1.4707 0.0504
H 0.2874 -1.6581 -0.8300
H -1.6287 -0.6935 0.1001
H 0.4710 1.8536 -0.6954
H -0.6940 0.8944 0.2978
H 0.7982 0.1409 2.0633
H 2.4343 -0.4476 1.7362
H 2.0226 1.2435 1.4061
H 2.0931 -0.4602 -1.9914
H 3.1670 -0.8962 -0.6451
H 2.8860 0.8093 -1.0506
H -4.1108 0.8449 0.1785
H -3.6299 -0.4645 1.2999
H -3.9290 -0.8368 -0.3864
```

***

Entry x
# C5H13NO2

2 unconnected molecules or ions with the total composition C5H13NO2 (the ωB97M-V functional and the def2-TZVPD basis, the OMol25 dataset).

Calculated values
**Molar mass**: 119.16 g mol⁻¹
**Total charge**: 0
**HOMO**: -9.4 eV
**Frontier orbital gap**: 10.03 eV

```
21
C5H13NO2 | the OMol25 dataset | the ωB97M-V functional and the def2-TZVPD basis
O 1.7679 -0.8291 -1.3807
C 0.7112 -0.5728 -0.8741
C 0.4645 0.5107 0.1648
C -0.9915 0.7160 0.5594
C -1.5987 -0.6585 1.0174
C -3.0440 -0.8691 0.5851
N 0.9430 1.7902 -0.4420
H -0.2262 -1.1075 -1.1334
H 1.0942 0.4003 1.0504
H -1.6212 1.1066 -0.2431
H -1.0925 1.4257 1.3734
H -0.9406 -1.5043 0.8381
H -1.5010 -0.6313 2.1157
H -3.7970 -1.0136 1.3611
H -3.3600 -0.1032 -0.1171
H -3.1689 -1.8372 0.0790
H 1.9385 1.8073 -0.5840
H 0.4341 1.9493 -1.3133
H 5.3090 0.0070 -0.5134
H 3.9174 -0.5378 -1.2333
O 4.7617 -0.0489 -1.3100
```

***

Entry y
# C5H13NO2

2 unconnected molecules or ions with the total composition C5H13NO2 (the ωB97M-V functional and the def2-TZVPD basis, the OMol25 dataset).

Calculated values
**Molar mass**: 119.16 g mol⁻¹
**Total charge**: 0
**HOMO**: -8.2 eV
**Frontier orbital gap**: 8.91 eV

```
21
C5H13NO2 | the OMol25 dataset | the ωB97M-V functional and the def2-TZVPD basis
C 0.9176 -1.4693 -0.2968
C -0.8100 -0.9078 0.0337
C -1.4785 -0.7784 -1.3288
N 1.7362 -1.5410 0.8129
H 1.4507 -2.2620 1.4667
H 1.7610 -0.5958 1.2880
H 1.2592 -0.7283 -1.0149
H 0.7737 -2.4325 -0.7877
H -1.2688 -0.2263 0.7441
H -1.1263 -1.8374 0.5187
H -1.1004 0.0850 -1.8789
H -1.2730 -1.6515 -1.9573
H -2.5632 -0.6904 -1.2282
C 0.4115 2.1217 -0.4609
C 0.2777 1.4367 0.8700
O -0.8191 1.8892 1.5425
O 1.2436 1.0165 1.5243
H -0.7346 1.6359 2.4732
H 1.1571 1.6299 -1.0697
H -0.5512 2.1582 -0.9669
H 0.7368 3.1477 -0.2840
```

***

Entry z
# C5H13NO2

A molecular structure, C5H13NO2 (the ωB97M-V functional and the def2-TZVPD basis, the OMol25 dataset).

Calculated values
**Molar mass**: 119.16 g mol⁻¹
**Total charge**: 0
**HOMO**: -8.2 eV
**Frontier orbital gap**: 8.60 eV

```
21
C5H13NO2 | the OMol25 dataset | the ωB97M-V functional and the def2-TZVPD basis
C -2.1907 -0.9134 0.2709
C -1.8436 -0.8431 -1.1788
C 0.8402 -0.7465 0.2650
C 1.6980 2.0392 -0.9866
C 0.8699 -0.9787 1.7343
N -1.0184 -0.1680 -0.1722
O 1.1543 1.5988 0.2234
O -1.1926 1.1917 -0.1208
H -0.1054 1.5403 0.1213
H -2.0099 -1.8289 0.8218
H -3.0205 -0.3180 0.6263
H -2.4343 -0.1845 -1.8010
H -1.3827 -1.6922 -1.6676
H 1.7817 -0.3879 -0.1326
H 0.6108 -1.6237 -0.3324
H 0.9340 2.2074 -1.7674
H 2.3986 1.3032 -1.4175
H 2.2211 2.9929 -0.8329
H -0.0363 -1.4632 2.1015
H 1.6897 -1.6703 1.9625
H 1.0360 -0.0553 2.2828
```

***

Which one is most stable, and which one is least stable? entry x is the most stable of them, while entry z is the least stable.

***

Entry w
# C5H13NO2

3 unconnected molecules or ions with the total composition C5H13NO2 (the ωB97M-V functional and the def2-TZVPD basis, the OMol25 dataset).

Calculated values
**Molar mass**: 119.16 g mol⁻¹
**Total charge**: 0
**HOMO**: -7.2 eV
**Frontier orbital gap**: 3.30 eV

```
21
C5H13NO2 | the OMol25 dataset | the ωB97M-V functional and the def2-TZVPD basis
N -1.0935 -0.1962 -0.5951
C 0.0128 0.2473 0.3241
C 0.1202 -0.7109 1.4518
C 0.7416 -2.0221 1.5316
C 1.0652 -2.5957 2.7739
C 1.2612 0.0118 -0.5139
H -1.9232 -0.2372 -0.0954
H -0.2336 1.3221 0.6225
H -0.3381 -0.6359 2.4025
H 0.9284 -2.6693 0.7220
H 1.3188 -3.5762 2.8301
H 1.0684 -2.1067 3.7498
H 1.0729 -0.0135 -1.5505
H 1.5034 -0.8528 -0.0351
H 2.0806 0.7253 -0.5378
H -0.8738 3.5168 -1.4248
H -1.0690 0.4946 -1.2814
O -0.6330 2.6411 -1.1677
H -2.2085 2.5295 -3.5285
H -1.1636 2.2328 -2.4250
O -1.6373 1.8951 -3.2528
```

***

Entry x
# C5H13NO2

3 unconnected molecules or ions with the total composition C5H13NO2 (the ωB97M-V functional and the def2-TZVPD basis, the OMol25 dataset).

Calculated values
**Molar mass**: 119.16 g mol⁻¹
**Total charge**: 0
**HOMO**: -9.9 eV
**Frontier orbital gap**: 8.65 eV

```
21
C5H13NO2 | the OMol25 dataset | the ωB97M-V functional and the def2-TZVPD basis
C -1.1447 0.6444 0.7167
C -2.5672 0.2460 0.5010
C -0.1306 -0.3400 1.1046
N 1.1776 0.1139 1.2603
C 1.7984 0.9131 0.1962
C 2.1429 0.0969 -1.0464
O -0.3801 -1.5113 1.3569
H -0.9501 1.6848 0.9743
H -0.7519 0.8585 -1.2148
H -2.5826 -0.7969 0.1922
H -3.0735 0.9076 -0.1895
H -3.1648 0.3082 1.4311
H 1.7372 -0.6840 1.5279
H 2.6968 1.4015 0.5698
H 1.0667 1.6891 -0.0215
H 2.2952 0.7269 -1.9288
H 3.0732 -0.4493 -0.9039
H 1.3535 -0.6430 -1.2021
H -0.9142 -0.9977 -1.4185
H -0.7777 -2.2059 -0.4878
O -0.9042 -1.9630 -1.4175
```

***

Which one is most stable, and which one is least stable? entry x is the most stable of them, while entry w is the least stable.

***

Entry w
# C5H13NO2

2 unconnected molecules or ions with the total composition C5H13NO2 (the ωB97M-V functional and the def2-TZVPD basis, the OMol25 dataset).

Calculated values
**Molar mass**: 119.16 g mol⁻¹
**Total charge**: 0
**HOMO**: -8.9 eV
**Frontier orbital gap**: 9.58 eV

```
21
C5H13NO2 | the OMol25 dataset | the ωB97M-V functional and the def2-TZVPD basis
C 0.3079 -1.3459 0.0170
C 0.7208 -0.2540 -1.0223
C 2.2268 -0.1986 -1.0515
C 2.8674 0.7565 -1.7157
N -1.1015 -1.4255 0.3124
C -1.5764 -0.5218 1.3151
O -2.3395 -1.1794 2.3480
H 0.9524 -1.1496 0.8809
H 0.7157 -2.3132 -0.3141
H 0.2382 -0.4934 -1.9619
H 0.2816 0.6513 -0.5980
H 2.7821 -0.9850 -0.5512
H 3.9337 0.8732 -1.8896
H 2.2734 1.5021 -2.2358
H -1.6024 -1.4787 -0.5595
H -0.7319 -0.0759 1.8352
H -2.2799 0.1983 0.9261
H -1.8213 -1.9280 2.6698
H -1.2053 3.9919 -0.7608
H 0.2267 3.6651 -0.5299
O -0.6552 3.2673 -0.4321
```

***

Entry x
# C5H13NO2

3 unconnected molecules or ions with the total composition C5H13NO2 (the ωB97M-V functional and the def2-TZVPD basis, the OMol25 dataset).

Calculated values
**Molar mass**: 119.16 g mol⁻¹
**Total charge**: 0
**HOMO (alpha / beta)**: -6.1 / -5.7 eV
**Frontier orbital gap (alpha / beta)**: 7.02 / 6.62 eV

```
21
C5H13NO2 | the OMol25 dataset | the ωB97M-V functional and the def2-TZVPD basis
C -1.8389 -0.1772 -0.0610
C 0.4755 -0.6208 0.1379
C 2.4720 0.7315 -1.0810
C 0.2745 -0.0340 -1.0902
C -2.3778 -1.3712 0.6770
N 0.7859 0.0173 1.3057
O -1.8632 1.0240 0.6426
O 2.2929 1.8717 -0.2184
H -1.3001 0.9127 1.4273
H 1.7702 2.5298 -0.6917
H -2.2982 -0.0172 -1.0342
H 0.5248 -1.7042 0.1782
H 1.3218 -0.5205 1.9720
H 1.1400 0.9673 1.1772
H 2.7118 1.0314 -2.1039
H 3.2466 0.0968 -0.6524
H 0.0058 1.0001 -1.2457
H 0.2253 -0.6735 -1.9574
H -3.4314 -1.2368 0.9635
H -1.8200 -1.5599 1.6006
H -2.3176 -2.2674 0.0540
```

***

Which one is most stable, and which one is least stable? entry w is the most stable of them, while entry x is the least stable.

***

Entry w
# C5H13NO2

2 unconnected molecules or ions with the total composition C5H13NO2 (the ωB97M-V functional and the def2-TZVPD basis, the OMol25 dataset).

Calculated values
**Molar mass**: 119.16 g mol⁻¹
**Total charge**: 0
**HOMO**: -8.5 eV
**Frontier orbital gap**: 4.72 eV

```
21
C5H13NO2 | the OMol25 dataset | the ωB97M-V functional and the def2-TZVPD basis
O -2.0866 -0.7986 0.7008
C -2.3767 0.0183 -0.3264
C -1.0687 0.4996 -1.0368
C -0.0701 1.1574 -0.1217
C 0.1395 0.3870 1.1844
C 0.6991 -1.0871 1.1095
N 1.9714 -1.0334 0.5311
H -2.8858 0.9401 0.0253
H -1.3329 1.0917 -1.8981
H -2.9849 -0.4865 -1.0971
H -0.4079 2.1664 0.2307
H 0.9525 1.1606 -0.5843
H -0.8370 0.1772 1.6652
H 0.7862 0.8942 1.9064
H -0.0942 -1.5684 0.4834
H 0.7818 -1.5405 2.0936
H 2.0508 -0.5768 -0.4369
H 2.7868 -1.2214 1.0919
H -0.4996 -0.3496 -1.4274
H 2.5918 0.1040 -2.3727
O 1.8846 0.0658 -1.7211
```

***

Entry x
# C5H13NO2

3 unconnected molecules or ions with the total composition C5H13NO2 (the ωB97M-V functional and the def2-TZVPD basis, the OMol25 dataset).

Calculated values
**Molar mass**: 119.16 g mol⁻¹
**Total charge**: 0
**HOMO**: -7.8 eV
**Frontier orbital gap**: 8.26 eV

```
21
C5H13NO2 | the OMol25 dataset | the ωB97M-V functional and the def2-TZVPD basis
C 0.1947 -0.9184 -2.2637
N -1.9844 0.0552 -0.6691
C -0.6394 0.3372 -0.3444
C 0.4032 0.0324 -1.1535
C 1.6942 0.6149 -0.7812
C 1.9227 1.9061 -0.5816
H -0.4430 -1.7511 -1.9583
H 1.1518 -1.4183 -2.4837
H -0.1197 -0.5965 -3.2615
H -2.2691 -0.9032 -0.8095
H -2.6896 0.6564 -0.2929
H -0.4893 0.9008 0.5663
H 2.4658 -0.1478 -0.6796
H 1.0630 2.5663 -0.6004
H 2.8873 2.3239 -0.3460
H 1.2995 -0.9928 2.5812
H 2.1747 -1.7144 1.5306
O 1.8261 -0.8579 1.7875
H -3.0257 0.4150 2.7013
H -1.9453 -0.5651 2.3090
O -2.8174 -0.5018 2.7570
```

***

Which one is most stable, and which one is least stable? entry x is the most stable of them, while entry w is the least stable.

***

Entry w
# C5H13NO2

3 unconnected molecules or ions with the total composition C5H13NO2 (the ωB97M-V functional and the def2-TZVPD basis, the OMol25 dataset).

Calculated values
**Molar mass**: 119.16 g mol⁻¹
**Total charge**: 0
**HOMO**: -6.9 eV
**Frontier orbital gap**: 4.69 eV

```
21
C5H13NO2 | the OMol25 dataset | the ωB97M-V functional and the def2-TZVPD basis
C -0.7516 0.6526 -0.9734
N 1.1027 0.1838 1.6144
C 1.0663 -0.2278 0.3592
C -0.2574 -0.5528 -0.1634
C 3.4640 0.0902 -0.1710
C 2.2108 -0.1881 -0.5055
H -0.0413 0.9522 -1.7397
H -0.9192 1.5029 -0.3160
H -1.6708 0.3559 -1.4740
H 0.3871 0.8624 1.8603
H 2.0400 0.4091 1.9210
H -0.2089 -1.4318 -0.8082
H 4.2658 -0.0847 -0.8784
H 3.7800 0.3477 0.8370
H 2.0671 -0.4767 -1.5383
H -0.9179 -0.7879 0.6552
H -2.7811 -0.3831 0.4564
O -2.9142 -1.3114 -0.6318
H -3.7435 -1.0573 -1.0471
H -3.4940 0.8306 1.2657
O -2.6842 0.3143 1.2777
```

***

Entry x
# C5H13NO2

C5H13NO2 in the gas phase (the ωB97M-V functional and the def2-TZVPD basis, the OMol25 dataset).

Calculated values
**Molar mass**: 119.16 g mol⁻¹
**Total charge**: 0
**HOMO**: -9.0 eV
**Frontier orbital gap**: 9.89 eV

```
21
C5H13NO2 | the OMol25 dataset | the ωB97M-V functional and the def2-TZVPD basis
C -1.0865 1.1190 1.2501
C -2.1176 0.3429 0.4696
O -2.7527 1.0895 -0.5315
C 0.1577 1.5070 0.4301
N 0.5231 0.5054 -0.5821
C 1.2552 -0.6424 -0.0840
C 1.3405 -1.7155 -1.1431
O 2.6178 -2.4027 -1.0593
H -0.7796 0.5235 2.1170
H -1.4864 2.0233 1.7161
H -1.6999 -0.6023 0.1181
H -2.9017 -0.0413 1.1190
H -2.2473 1.8455 -0.8407
H 1.0121 1.5954 1.1131
H -0.0122 2.4243 -0.1106
H 1.0062 0.9677 -1.3290
H 0.6242 -1.0164 0.7401
H 2.1937 -0.4657 0.4591
H 1.3031 -1.3798 -2.1779
H 0.5512 -2.4576 -1.0388
H 2.4990 -3.2198 -0.6352
```

***

Which one is most stable, and which one is least stable? entry x is the most stable of them, while entry w is the least stable.